Record 1
A 10-piece molecular cluster, C17H52BrO10 overall. Source: the Open Molecules 2025 dataset; level of theory: wB97M-V/def2-TZVPD.

Total charge: -1
Largest force on an atom, Eh/bohr: 0.035
HOMO level, eV: -1.0
Orbital gap, hartree: 0.11742

Structure (XYZ):
```
80
Properties=species:S:1:pos:R:3:forces:R:3
O -2.11127 0.13617 -4.00657 0.29 -0.28 -0.12
C -0.94654 -0.01835 -4.82586 0.88 0.19 -0.67
C -0.01630 -1.20858 -4.39557 -0.99 0.28 -0.34
C -0.63354 -2.19233 -3.34773 1.59 -0.85 -0.09
C 0.57589 -2.82016 -2.53045 -0.15 0.28 0.44
C 0.50030 -2.33367 -1.04742 1.07 0.22 -0.34
C 1.87372 -2.48215 -0.31382 -0.72 0.38 -0.58
C 3.08023 -1.69606 -0.96940 0.55 0.05 0.97
C 2.91026 -0.14946 -0.75423 -0.26 -1.60 0.81
Br 3.72992 0.87088 -2.23489 -0.25 0.01 0.61
H -2.48732 0.97744 -4.26332 -0.21 0.18 0.04
H -1.22066 -0.15371 -5.90218 -0.19 0.04 0.68
H -0.36861 0.94001 -4.79476 -0.25 -0.63 0.06
H 0.95620 -0.77571 -4.08132 -0.61 -0.39 0.19
H 0.17747 -1.80489 -5.31744 0.10 0.44 0.56
H -1.30387 -1.72312 -2.60766 0.19 -0.24 -0.57
H -1.12110 -3.04240 -3.89385 -0.07 0.99 0.50
H 0.56385 -3.93745 -2.60691 -0.07 0.64 0.14
H 1.52560 -2.50488 -3.06254 -0.50 -0.32 0.15
H 0.30710 -1.22317 -1.10000 -0.18 -0.61 0.06
H 1.80062 -2.09953 0.73730 -0.05 -0.27 -0.58
H 2.11615 -3.56494 -0.22816 0.22 0.53 -0.11
H 3.26593 -1.96666 -2.02436 -0.37 0.23 0.45
H 4.00438 -1.97726 -0.39760 -0.35 0.15 -0.58
H 1.83748 0.09646 -0.61999 0.63 0.10 -0.70
H 3.40026 0.08341 0.21813 -0.04 0.34 -0.88
C -2.48711 0.54876 0.68424 0.21 -0.12 -0.62
O -2.01075 -0.39662 -0.26671 -0.33 0.15 0.36
H -2.70025 0.02776 1.61532 0.05 0.06 -0.09
H -1.72281 1.31269 0.86530 -0.11 0.09 0.21
H -3.40151 1.01634 0.31663 0.00 0.16 0.25
H -1.82711 0.08037 -1.08042 0.12 -0.18 -0.17
C 5.75626 2.65230 1.04785 -0.24 -0.34 -0.33
O 6.25542 1.32679 1.19429 0.16 0.05 0.20
H 6.37318 3.32759 1.63997 0.00 -0.09 0.04
H 5.80277 2.94827 -0.00222 -0.09 0.23 0.08
H 4.72389 2.69972 1.40455 0.01 0.21 -0.02
H 5.69511 0.75315 0.66204 0.04 -0.05 -0.06
C -3.74147 -0.78986 5.09418 0.19 -0.09 -0.20
O -2.99773 -0.49052 3.92166 -0.12 0.15 0.15
H -3.91165 0.13542 5.64388 0.03 0.05 -0.13
H -4.70540 -1.23057 4.82205 -0.06 -0.03 0.22
H -3.18059 -1.48478 5.72002 -0.18 0.00 0.12
H -2.85942 -1.31883 3.45308 0.13 0.00 -0.07
C 8.15860 3.87450 -2.16386 0.01 0.30 0.02
O 6.97205 4.55564 -1.76452 -0.04 -0.15 0.06
H 7.98976 2.80404 -2.06551 -0.09 0.06 0.03
H 8.39273 4.10684 -3.20686 0.09 -0.13 -0.01
H 8.99482 4.16562 -1.52301 0.08 -0.16 -0.05
H 7.13636 5.49592 -1.85688 -0.05 0.08 0.00
C -5.93179 2.83951 -0.53587 -0.10 -0.23 -0.04
O -5.55584 1.84252 0.41122 -0.26 0.25 0.17
H -5.26688 3.69224 -0.42000 0.01 -0.08 0.09
H -5.83870 2.44494 -1.55071 -0.02 0.12 -0.04
H -6.96196 3.16064 -0.35778 0.03 0.14 -0.11
H -6.15043 1.09681 0.29424 0.12 -0.16 -0.02
C 9.28833 2.86915 1.96677 -0.25 0.26 -0.07
O 9.64205 4.04302 1.23506 0.29 -0.02 -0.04
H 10.08439 2.13560 1.85460 0.03 0.11 -0.05
H 9.17089 3.11569 3.02609 -0.01 -0.20 0.04
H 8.36042 2.45324 1.57425 0.08 -0.23 0.14
H 8.92812 4.67416 1.34726 -0.07 0.03 -0.06
C -7.68226 3.71832 2.79481 0.41 -0.23 -0.13
O -6.27791 3.64272 2.61464 -0.22 0.10 0.14
H -7.91562 4.64791 3.31185 0.04 -0.01 -0.02
H -8.18913 3.71205 1.82399 -0.21 0.02 0.08
H -8.03191 2.87562 3.39886 -0.21 0.07 0.00
H -6.09111 2.81262 2.15467 0.27 0.08 -0.12
C -3.94095 -5.18128 -3.98828 0.24 -0.19 -0.12
O -2.53777 -5.26734 -4.19014 -0.11 0.12 0.02
H -4.15536 -4.25393 -3.46116 0.12 -0.01 -0.01
H -4.46155 -5.17693 -4.95117 -0.18 0.04 0.07
H -4.28794 -6.02614 -3.38581 -0.18 0.07 0.02
H -2.36492 -6.08891 -4.65384 0.11 -0.05 -0.01
C -4.00060 -4.14761 6.96728 0.12 -0.19 -0.28
O -3.25470 -3.85659 5.79267 -0.06 0.02 0.13
H -4.16412 -3.21842 7.51052 0.05 0.01 -0.08
H -4.96808 -4.58281 6.70160 -0.06 0.01 0.18
H -3.44588 -4.84245 7.60380 -0.13 0.03 0.14
H -3.12009 -4.68474 5.32615 0.09 0.01 -0.12
```
Forces are in eV/Å.

Record 2
A 8-piece molecular cluster, C17H52N11O8 overall. Source: the Open Molecules 2025 dataset; level of theory: wB97M-V/def2-TZVPD.

Total charge: -1
Largest force on an atom, Eh/bohr: 0.039
HOMO level, eV: -5.2
Orbital gap, hartree: 0.27058
Energy above the lowest of the compared OMol25 structures with the same formula, charge and spin, kJ/mol: 163.85

Structure (XYZ):
```
88
Properties=species:S:1:pos:R:3:forces:R:3
C -0.14118 0.18215 -1.09512 -1.03 -1.21 -0.13
O -1.19745 0.08295 -0.22253 0.50 0.95 0.26
H 0.58001 -0.64781 -0.99067 0.43 0.09 0.24
H -0.47184 -0.01355 -2.13263 0.01 0.36 -0.41
H 0.43425 1.12334 -1.12847 0.18 0.19 0.11
C 0.43456 0.17156 2.95213 0.88 0.05 0.28
C 0.23389 -1.33122 2.92380 -1.12 0.42 0.56
C 0.55252 -1.97150 4.28373 0.97 -0.14 -0.43
O -0.15064 -1.35567 5.33593 -0.51 0.45 -0.14
C 0.28314 -1.65904 6.63908 1.00 -0.23 -0.64
N -1.16548 -1.55121 2.51578 0.38 -0.91 -0.78
H 0.40995 0.51719 1.92013 -0.14 0.23 0.11
H 1.40113 0.43166 3.39027 0.11 -0.21 -0.01
H -0.26272 0.72847 3.57028 -0.39 -0.36 -0.21
H 0.85324 -1.70828 2.10068 0.68 -0.41 0.61
H 1.63812 -1.85981 4.41621 0.15 0.32 0.27
H 0.44658 -3.06294 4.27092 -0.62 -0.11 0.00
H 1.37397 -1.54811 6.68635 0.15 -0.16 0.04
H 0.04275 -2.69381 6.89596 -0.15 0.00 0.25
H -0.09233 -0.94461 7.36841 -0.54 -0.07 -0.23
H -1.27704 -2.56117 2.40752 -0.21 -0.12 0.57
H -1.13146 -1.32030 1.51598 -0.63 0.89 0.02
C -4.60771 -2.01054 -1.89779 0.86 -0.17 0.17
C -4.51763 -2.16845 -0.37951 -1.01 1.73 -0.20
C -3.62745 -3.30133 0.11454 0.59 0.71 0.75
O -4.23832 -4.58016 0.32519 0.48 0.88 -0.44
C -4.73666 -5.18424 -0.85326 -0.51 -0.23 0.35
N -4.00770 -0.88130 0.16983 0.95 -1.13 0.32
H -3.56548 -1.80919 -2.16922 0.07 -0.49 -0.41
H -5.07538 -1.08538 -2.23508 -0.67 -0.23 0.25
H -4.99019 -2.90191 -2.39487 0.00 0.22 -0.31
H -5.48853 -2.23793 0.11979 -0.22 -0.69 -0.35
H -3.23820 -2.86332 1.03995 -0.66 -0.78 0.72
H -2.65406 -3.36695 -0.38711 -0.34 -0.34 -1.03
H -4.01523 -5.34773 -1.65826 0.40 0.10 0.22
H -5.57549 -4.64243 -1.29851 -0.03 0.19 0.16
H -5.12814 -6.14396 -0.51591 0.07 -0.11 -0.18
H -3.01014 -0.89017 -0.04745 0.24 0.73 0.21
H -4.37029 -0.06192 -0.30027 -0.23 -0.19 -0.24
C 4.52863 3.52253 2.14926 0.29 1.62 -0.82
C 3.46958 2.65345 1.47780 0.34 -0.01 1.57
C 3.69062 2.44972 -0.02150 1.37 0.83 -0.23
O 4.33634 3.58076 -0.63607 0.14 1.17 -1.00
C 3.52475 4.52860 -1.31945 -1.08 -0.32 1.43
N 3.51054 1.41763 2.27696 0.26 -0.52 -1.12
H 4.39819 4.54714 1.78793 0.20 0.01 -0.04
H 5.56567 3.26481 1.92940 -0.13 -0.36 -0.23
H 4.46903 3.62319 3.23430 -0.47 -0.45 0.05
H 2.49324 3.11804 1.66244 0.00 0.29 -0.37
H 2.74212 2.18730 -0.49458 0.21 -0.22 -0.32
H 4.55282 1.82467 -0.26517 -0.86 -1.46 0.75
H 2.80962 4.83663 -0.54854 -0.54 0.37 -0.50
H 2.99914 4.11269 -2.18189 0.00 -0.22 0.02
H 4.02593 5.43890 -1.64345 0.71 -0.35 0.16
H 2.64173 0.90730 2.20702 0.05 0.06 0.18
H 3.66836 1.72954 3.22153 -0.31 -0.45 0.26
C 3.43182 -1.92517 -1.56943 -0.64 0.97 -0.40
O 2.65168 -1.86990 -2.52466 0.79 -0.46 0.28
N 3.00050 -1.79914 -0.29353 -0.62 -0.39 0.09
N 4.77225 -2.02839 -1.69427 0.47 -0.33 -0.19
H 3.61695 -1.51245 0.44575 -0.12 0.14 0.04
H 2.02013 -1.55884 -0.25592 0.08 0.05 0.40
H 5.32318 -2.09517 -0.85891 0.27 0.11 -0.21
H 5.19286 -1.83118 -2.58416 0.03 -0.13 0.08
C -3.30002 2.90217 -2.94077 -1.03 -1.01 -0.51
O -3.94418 3.76059 -3.53634 0.60 0.02 0.25
N -2.55828 1.94589 -3.57416 0.33 0.28 -1.21
N -3.42156 2.61310 -1.62304 -0.20 0.67 0.26
H -1.93896 1.31158 -3.10166 -0.03 0.03 0.10
H -2.50139 2.04000 -4.57464 0.20 -0.10 0.12
H -3.80176 3.39140 -1.10557 0.31 -0.31 0.46
H -2.69607 2.01385 -1.25087 -0.19 0.16 0.70
C 1.01036 -1.43935 -5.65625 -0.73 -0.79 -0.20
O 0.28943 -1.18629 -6.62373 1.15 -0.19 0.01
N 2.22266 -2.11225 -5.66081 -0.67 0.83 -1.39
N 0.62892 -1.20598 -4.40148 -0.41 0.60 1.51
H 2.59551 -2.43295 -4.78531 0.28 -0.17 -0.19
H 2.51570 -2.37787 -6.58461 0.41 -0.32 0.36
H -0.27651 -0.82543 -4.19294 0.10 0.05 -0.26
H 1.28041 -1.34594 -3.64171 -0.29 0.07 0.10
C -1.36120 3.51223 1.30565 0.23 -0.07 -0.25
O -1.80020 4.55131 1.78391 0.28 -0.03 -0.25
N -1.33423 2.30617 1.92517 -0.35 1.00 0.36
N -0.79221 3.38144 0.05625 -0.33 0.93 0.48
H -1.28733 1.54712 1.25626 -0.38 -1.14 0.39
H -1.86595 2.29992 2.77965 -0.14 -0.60 -0.19
H -0.47284 2.45979 -0.18600 0.23 0.21 -0.51
H -0.57327 4.23542 -0.42364 0.08 -0.30 -0.32
```
Forces are in eV/Å.

| no. | electronic energy (eV) |
| --- | --- |
| 1 | -108982.5834 |
| 2 | -51245.6099 |